Record 1
The following is a DFT calculation (ωB97M-V/def2-TZVPD) of C4H8OS in the gas phase.

Structure (XYZ):
```
14
Properties=species:S:1:pos:R:3:forces:R:3:mulliken_charge:R:1
H 0.762682 -1.829553 1.052016 0.3 -0.1 1.4 0.355
H 1.427573 -2.100340 -0.962696 -3.8 1.1 0.1 0.359
C -1.044564 -0.447563 0.766966 2.7 0.1 -3.0 -0.475
C 0.291540 -1.180555 0.363939 -1.2 1.6 -0.2 -0.150
H 1.817235 1.273087 -0.693020 -0.6 0.6 -0.1 0.328
O 0.399620 -1.801476 -0.891822 3.3 -0.6 -0.5 -0.525
H -2.336948 1.178528 -0.158261 -0.6 -2.6 -0.9 0.127
H -1.222001 -0.422194 1.806260 -0.8 -0.3 0.8 0.409
C 0.311122 0.355531 0.489930 -0.3 -0.1 1.6 0.098
H 0.286539 2.321734 -0.587584 0.3 0.0 0.2 0.341
C 0.709403 1.325198 -0.688287 0.2 -1.8 2.1 -1.240
H 0.367785 0.886895 -1.584014 -0.4 -0.4 -1.2 0.360
S -2.396608 -0.288352 -0.449018 1.0 2.9 1.6 -0.227
H 0.626622 0.729065 1.535596 0.0 -0.6 -1.9 0.240
```
Positions in Å, forces in eV/Å.

## Properties
Total charge: 0


Record 2
The following is a DFT calculation (ωB97M-V/def2-TZVPD) of a molecular structure, C39H43AgN5O2S.

Structure (XYZ):
```
91
Properties=species:S:1:pos:R:3:forces:R:3:mulliken_charge:R:1
H 2.507825 1.692101 -0.102032 -0.7 -0.5 0.7 0.299
H -4.561683 1.636413 0.105749 1.0 0.9 0.4 0.369
H -2.536799 3.015861 -4.633314 -0.4 -0.8 -0.7 0.485
O -2.631911 2.439748 0.754698 -1.0 -1.8 0.1 -0.483
C -3.759899 2.415642 -0.133681 -0.9 -0.6 1.0 -0.131
H -2.499175 4.852684 0.476083 -0.7 -0.1 -0.7 0.260
H -1.879018 -4.425904 -0.277987 -0.4 0.3 -0.3 0.148
H 4.451472 -3.159159 6.509272 -0.5 1.2 0.1 0.264
H 5.511783 0.380995 -3.195550 -0.8 -0.5 -0.6 0.320
H -2.126230 -2.399586 3.728348 -0.1 0.6 -0.1 0.443
Ag 0.701518 -0.121021 0.606939 -0.4 -0.5 0.2 -0.247
H -4.152920 -3.517008 0.354535 0.1 -0.6 0.0 0.371
C 3.788243 0.310798 -1.953736 -0.1 0.0 -0.4 -0.155
H 6.809960 -0.142444 4.633053 -0.9 -0.3 -0.1 0.331
C 3.844534 3.355573 3.110811 -0.4 -1.2 -0.4 -0.678
H -2.771797 -3.956145 3.741134 -1.1 1.0 -0.6 0.371
C -2.007317 -1.256369 -4.819496 0.7 0.4 -1.4 -0.596
H -4.541145 -1.302359 3.327228 0.1 -0.6 0.4 0.208
H 2.097497 -2.314905 -4.121855 0.2 -0.1 -0.2 0.328
H -2.936213 -5.824158 0.017624 0.1 0.1 0.1 0.332
H -0.038174 3.776134 -4.483638 -0.7 -0.1 -0.5 0.355
C 4.860515 -0.569245 3.676237 -0.9 -1.3 1.1 -0.317
C 2.083366 -1.165362 -2.328131 0.6 -0.7 -0.5 -0.405
H -4.846540 3.948013 0.863386 0.2 0.2 -0.4 0.377
C -1.695043 -1.464326 -1.123628 0.6 0.5 2.2 -0.483
C -3.029924 3.876237 -2.720655 1.1 0.2 -1.3 -0.483
C 2.405732 -0.951027 2.999085 -0.2 0.3 -1.7 -0.005
C -2.880006 -2.254731 -5.168741 -0.6 -0.4 0.5 -0.544
H 3.867987 3.636580 -0.236414 -0.2 0.4 -1.3 0.511
C 2.643889 -1.594001 -3.529944 1.3 1.5 0.0 -0.726
H 1.200220 -1.702294 -1.964076 0.2 0.6 0.0 0.364
H -2.544973 1.503248 1.094165 0.4 1.1 -0.3 0.141
H 4.209455 1.118256 -1.331484 -0.3 -0.6 -0.1 0.113
H 4.580717 4.826333 1.773702 0.0 -0.2 -0.1 0.311
C -0.521409 4.952686 -2.805571 0.7 -0.8 0.1 -0.096
C 5.559150 -1.468995 5.801444 0.6 0.6 0.2 -0.352
N -1.249885 5.180183 -1.720799 -1.1 -0.1 -0.8 -0.540
C -4.367474 3.814910 -0.124268 0.7 -0.3 0.8 -0.868
N -2.444402 -1.974230 -0.137057 -0.1 -0.6 -0.9 0.048
C 3.884657 -0.973756 -3.962615 -0.8 -0.5 0.8 0.934
C -3.545749 -4.027346 1.115010 0.6 1.1 -0.2 -0.695
C 2.646727 1.418746 2.137881 1.6 2.0 -1.1 1.151
C -4.315589 -2.207951 3.928409 1.5 -0.6 -0.4 -0.921
H -4.030180 -1.919013 4.938763 -0.4 0.2 0.1 0.348
H 3.036764 1.676452 4.285869 0.3 0.4 -1.4 0.307
H -3.546874 -3.290890 -1.951279 0.0 0.0 -0.5 0.247
H -1.702182 -5.221388 1.201794 -0.6 -0.2 0.0 0.392
H 4.098136 -2.003119 -5.722206 0.1 0.4 0.3 0.199
C 3.532805 3.270911 0.688739 -0.5 -0.7 3.0 -0.914
H -3.470019 2.121396 -1.119191 0.6 -0.1 -0.7 0.200
C 3.167436 2.115219 3.248010 0.0 0.4 1.3 -0.162
C -1.585170 -1.041613 -3.527382 0.7 0.7 -0.1 -0.629
N 4.523024 -1.307047 -5.117993 -0.6 -1.6 -1.1 -0.485
H -4.210121 -4.594229 1.770971 0.2 0.1 0.1 0.448
C -2.510779 4.636729 -1.671274 0.6 -0.1 0.6 0.493
C -3.013158 -2.901732 3.365710 0.0 -0.7 -0.4 -0.975
H -3.682531 5.861414 -0.404712 0.0 0.0 0.2 0.364
C -0.872402 4.043082 -3.839091 0.6 1.4 1.3 -0.488
N 2.613638 -0.205278 -1.564491 0.6 0.2 -0.3 0.098
C 5.832126 -0.663130 4.694039 -0.6 -0.1 -0.2 -0.496
H 6.215692 -1.425857 6.677678 0.1 -0.4 -0.5 0.324
H 2.432939 -2.683662 4.975430 1.0 0.4 0.1 0.292
H -4.168632 -3.766804 -4.492410 0.5 0.5 0.9 0.305
H 4.388616 3.808591 3.942399 -0.6 -0.1 0.0 0.340
H -4.037826 3.442473 -2.755650 0.5 0.4 0.3 0.333
C -3.446390 -2.994839 -4.141748 -0.8 -1.0 -0.4 -0.504
C 4.501380 -0.063674 -3.111404 -0.6 0.7 1.7 -0.754
C -2.338054 -1.890733 1.204970 0.2 0.9 -0.5 0.249
H -1.605095 -0.674913 -5.645065 0.2 0.2 0.2 0.381
N -2.958826 -2.877688 1.881677 -0.4 -1.8 0.6 0.264
H 0.501455 5.400368 -2.843522 -0.9 -0.3 0.2 0.338
H 5.075266 -0.039517 2.779781 0.0 0.5 -0.5 0.495
H -3.167266 -2.465376 -6.200063 0.2 0.2 0.3 0.382
H 5.175231 -0.716316 -5.577547 0.3 0.5 0.1 0.199
C 4.016429 3.893147 1.842651 0.6 0.7 0.2 -0.318
C -2.166598 3.588720 -3.827493 -0.5 0.4 1.4 -0.473
C -3.258854 4.854111 -0.341133 0.4 0.1 -0.7 -0.568
H -5.132842 3.878664 -0.884598 -0.3 0.1 -0.2 0.327
C -3.111642 -2.766467 -2.807433 0.3 0.2 0.3 -0.134
C 4.411880 -2.254162 5.858658 0.3 -1.5 0.4 -0.351
C 2.758404 2.124775 0.867769 1.4 -0.3 -0.3 -0.135
C 3.575143 -1.217748 3.809365 1.2 0.2 2.6 0.678
H -5.154594 -2.907467 3.973359 0.0 0.2 -0.1 0.313
C 2.134019 0.088825 2.154613 -1.3 -1.1 0.5 -1.227
C 3.395417 -2.121399 4.943950 -0.1 1.0 -2.1 -0.635
C -2.478425 -4.936521 0.466846 0.3 0.1 0.7 -1.024
S -1.612446 -0.630682 2.058829 -0.1 0.6 0.2 -0.513
H -0.801622 -0.249813 -3.374200 -1.1 -1.0 0.3 0.400
C -2.138424 -1.801924 -2.493427 -0.4 0.3 -1.0 1.080
O -0.653933 -0.751477 -1.057208 -0.7 -0.5 0.0 -0.293
H 1.697112 -1.799218 2.958532 0.4 0.4 0.1 0.171
```
Positions in Å, forces in eV/Å.

## Properties
Total charge: -1


Record 3
The following is a DFT calculation (ωB97M-V/def2-TZVPD) of a molecular structure, C61H53ClN3O6P2STi.

Structure (XYZ):
```
128
Properties=species:S:1:pos:R:3:forces:R:3:mulliken_charge:R:1
O 0.413810 -1.697683 0.662491 -0.2 -0.6 0.1 -0.241
C 1.656518 -1.321407 -1.841279 0.0 0.0 0.0 -0.595
H -6.024390 1.650459 -2.347712 0.0 0.0 0.0 0.317
H -4.661614 -6.211931 2.658228 0.0 0.0 0.0 0.404
C -2.602228 3.755939 -3.500183 0.0 0.0 0.0 -0.804
C -3.954030 -5.576556 2.140187 0.0 0.0 0.0 -0.827
C -1.343613 1.043085 4.441705 0.0 0.0 0.0 0.182
H 4.960062 2.253146 3.105633 0.0 0.0 0.0 0.355
C -2.260523 -0.330482 -1.626386 0.0 0.0 0.0 -1.104
H -2.621613 -1.801651 -4.638142 0.0 0.0 0.0 0.488
C 1.243899 -2.517236 0.255103 -0.1 0.1 0.0 -0.364
C 5.235444 1.343893 2.580584 0.0 0.0 0.0 -0.703
C -3.571582 3.140672 -2.710341 0.0 0.0 0.0 0.319
C -3.798319 -2.178342 -1.489411 0.0 0.0 0.0 -0.934
Cl 4.756947 -4.479772 -2.971111 0.0 0.0 0.0 -0.260
C -3.108773 -1.138838 -0.879183 0.0 0.0 0.0 0.338
O -0.690936 1.302609 1.531639 -0.3 0.0 0.1 0.453
C 2.316332 2.211255 -0.759269 0.0 0.0 0.0 -0.621
C -4.307461 4.993280 -4.656884 0.0 0.0 0.0 -0.809
H -2.203828 5.162053 -5.058870 0.0 0.0 0.0 0.437
C 0.142778 3.153118 -0.878776 0.0 0.0 0.0 -0.242
H -4.442832 -2.812247 -0.894032 0.0 0.0 0.0 0.546
C -2.490104 -5.215647 0.281609 0.0 0.0 0.0 -1.117
H 3.782161 -2.207868 -4.359855 0.0 0.0 0.0 0.461
C 3.260340 -2.249015 -3.412221 0.0 0.0 0.0 -0.798
H -1.730850 1.040511 -4.392844 0.0 0.0 0.0 0.375
N -3.241777 2.185945 -1.728033 0.0 -0.1 0.0 0.709
H -0.918019 5.539563 -2.175751 0.0 0.0 0.0 0.271
H -2.280465 -7.360004 -0.698998 0.0 0.0 0.0 0.309
C -2.970621 4.687994 -4.458248 0.0 0.0 0.0 -1.198
H -5.511654 0.467504 1.531221 0.0 0.0 0.0 0.528
H 1.142886 -1.895705 7.186482 0.0 0.0 0.0 0.402
H -3.887858 1.419155 -1.606787 0.0 0.0 0.0 0.530
H 2.765593 -0.030945 7.296935 0.0 0.0 0.0 0.381
C -0.891054 3.371047 4.843127 0.0 0.0 0.1 -0.701
H 0.389936 6.516143 -1.513395 0.0 0.0 0.0 0.407
H -5.582445 4.755590 1.439679 0.0 0.0 0.0 0.427
C -5.979017 2.717841 -2.105393 0.0 0.0 0.0 -1.301
H -1.798744 3.907108 -0.883497 0.0 0.0 0.0 0.562
C -1.322557 0.808756 5.809054 0.0 0.0 0.0 -0.513
C -0.883022 3.139456 6.211778 0.0 0.0 0.0 -0.594
H -3.087655 0.510873 1.897990 0.1 -0.1 0.0 -0.124
H 6.138369 -1.848771 0.616237 0.0 0.0 0.0 0.452
O -3.039024 -7.930877 -0.532497 0.0 0.0 0.0 -0.514
P -1.119839 2.738057 2.174744 0.1 0.1 0.0 -0.100
C 4.557687 -0.637949 1.411795 0.0 0.0 0.0 -0.161
C -1.994888 1.951798 -1.200293 -0.1 -0.1 0.2 -1.377
H 2.413358 3.317456 1.974516 -0.1 0.0 0.0 0.136
C 2.919253 -3.376724 -1.318835 0.0 0.0 0.0 -0.954
C 2.044889 4.528738 -1.318018 0.0 0.0 0.0 -1.070
H 3.352122 1.222013 5.254387 0.0 0.0 0.0 0.475
C -3.657674 3.843809 1.732024 0.0 0.0 0.0 -0.592
H -0.611809 -0.313007 -4.547361 0.0 0.0 0.0 0.543
O 1.780931 0.231036 1.283380 -0.1 0.2 -0.1 -0.271
P 2.474622 0.987056 2.474044 -0.1 -0.3 -0.1 1.391
H -1.479008 -0.197292 6.178778 0.0 0.0 0.0 0.520
H 2.103659 -0.486834 -3.775131 0.0 0.0 0.0 0.497
C -3.624665 1.442883 1.789106 -0.1 0.2 0.0 -0.257
C -2.159754 -3.972459 0.782330 0.0 0.0 0.0 -1.147
H 1.426814 -3.405640 0.876028 -0.1 0.0 0.0 0.147
H -4.600679 5.717360 -5.405994 0.0 0.0 0.0 0.390
H 3.770337 -1.277496 1.034067 0.0 0.0 0.0 0.179
C -2.942971 2.657983 1.876965 0.0 -0.2 0.0 0.629
H -0.797805 5.800954 -0.431519 0.0 0.0 0.0 0.273
C 1.968929 -2.397853 -0.966167 -0.1 0.1 0.0 1.008
C -5.269745 4.348242 -3.892781 0.0 0.0 0.0 -0.797
H 2.474769 5.495690 -1.555577 0.0 0.0 0.0 0.357
H 0.076998 -2.474499 5.011218 0.0 0.0 0.0 0.491
O 0.802629 -0.409923 -1.548885 0.1 -0.1 0.0 0.718
C 2.331575 -1.297966 -3.095134 0.0 0.0 0.0 -0.699
C -3.619856 -4.340378 2.644811 0.0 0.0 0.0 -0.916
H -6.963368 3.140297 -2.303411 0.0 0.0 0.0 0.436
H -0.420162 0.820388 -3.213293 0.0 0.0 0.0 -0.227
H 3.941065 3.516885 -1.250461 0.0 0.0 0.0 0.435
C 0.670868 4.416818 -1.195569 0.0 0.0 0.0 1.063
C 2.314683 -0.302463 6.349854 0.0 0.0 0.0 -0.718
C 0.817411 -1.685960 5.075003 0.1 0.0 0.0 -1.011
C -2.709024 -3.483399 1.984932 0.0 0.0 0.0 0.550
H 7.934017 -0.370631 1.463563 0.0 0.0 0.0 0.374
H 2.974023 1.372747 -0.560639 0.0 0.0 0.0 0.391
C 3.561016 -3.294155 -2.517591 0.0 0.0 0.0 -0.001
C 1.149634 -0.981454 3.924773 0.0 0.0 0.0 0.302
H -3.131280 4.794302 1.784130 0.0 0.0 0.0 0.372
C 2.064235 0.066435 3.980313 0.0 -0.1 0.0 0.434
H -1.513562 0.215573 3.760503 0.0 0.1 0.1 -0.341
H -4.062467 -3.990232 3.569646 0.0 0.0 0.0 0.451
C -5.034701 3.824498 1.537102 0.0 0.0 0.0 -0.390
H -1.077592 1.665929 7.761850 0.0 0.0 0.0 0.387
H -0.684214 4.364769 4.456841 0.0 0.0 0.0 0.354
C -1.154999 0.302365 -3.827802 0.0 0.0 0.0 -1.243
S -2.321484 -1.917722 2.607461 -0.1 -0.1 0.0 -0.066
C 1.403259 -1.350290 6.286434 0.0 0.0 0.0 -0.526
H 3.131689 -4.185568 -0.628963 0.0 0.0 0.0 0.510
H 7.352742 1.681906 2.715738 0.0 0.0 0.0 0.394
C -5.705473 2.611747 1.467822 0.0 0.0 0.0 -0.897
C -0.215340 5.626660 -1.343095 0.0 0.0 0.0 -1.710
H -1.558907 3.495348 -3.378009 0.0 0.0 0.0 0.883
C 6.568966 1.027192 2.352736 0.0 0.0 0.0 -0.659
C -2.767529 -1.606542 -3.580500 0.0 0.0 0.0 -0.913
H -1.485329 -3.335220 0.227949 0.0 0.0 0.0 0.665
H -2.057102 -5.500387 -0.674613 0.0 0.0 0.0 0.140
H -4.152622 -3.225700 -3.329588 0.0 0.0 0.0 0.435
N -1.277323 3.045686 -0.876741 0.0 0.0 0.0 1.650
C 2.867290 3.421070 -1.137430 0.0 0.0 0.0 -1.126
C 2.111602 2.585619 2.715734 0.4 0.2 0.0 -1.449
C -3.391226 -6.050252 0.948743 0.0 0.0 0.0 1.186
Ti 0.118548 0.317700 0.270338 0.9 0.1 0.2 -0.939
C -4.996464 1.420665 1.582331 0.0 0.0 0.0 -0.462
C -2.066592 -0.558134 -2.994390 0.0 0.0 0.0 1.560
C -3.629848 -2.409450 -2.845444 0.0 0.0 0.0 -1.109
H -3.192057 -0.977426 0.191567 0.0 0.0 0.0 0.262
N -1.570107 0.743002 -0.968829 0.0 0.0 -0.3 0.909
H 0.659471 -1.235791 2.995015 0.0 0.0 0.0 0.074
C -4.928286 3.421801 -2.915746 0.0 0.0 0.0 1.094
H -6.779767 2.593259 1.320955 0.0 0.0 0.0 0.398
C -1.127849 2.328277 3.953294 0.0 0.0 0.0 1.066
H -0.692031 3.955445 6.898807 0.0 0.0 0.0 0.397
C 5.887053 -0.955020 1.176076 0.0 0.0 0.0 -0.717
C 4.218828 0.514032 2.120045 0.0 0.2 0.0 0.778
C -3.794668 -7.386037 0.464169 0.0 0.0 0.0 0.553
H -5.772366 2.800122 -1.035538 0.0 0.0 -0.1 0.025
H -6.319727 4.569760 -4.049784 0.0 0.0 0.0 0.389
C 0.939522 2.058655 -0.573293 -0.1 0.2 -0.2 1.851
C 2.643668 0.402213 5.202777 0.0 0.0 0.0 -0.610
C 6.895587 -0.123539 1.650088 0.0 0.0 0.0 -0.438
H 2.000806 2.925534 3.737192 -0.2 -0.1 0.0 0.459
C -1.096493 1.854547 6.694978 0.0 0.0 0.0 -0.772
O -4.726526 -8.019650 0.887137 0.0 0.0 0.0 -0.605
```
Positions in Å, forces in eV/Å.

## Properties
Total charge: -1


Number 1: total energy -17157.978 eV. Number 2: total energy -67519.712 eV. Number 3: total energy -145932.023 eV.